1.
# C17H33CoN7OPS

A structure of composition C17H33CoN7OPS (the ωB97M-V functional and the def2-TZVPD basis, the Open Molecules 2025 dataset).

Energy relative to the best compared isomer or geometry (same formula, charge and spin) in kcal per mole: 2.62
2S+1: 3
Orbital gap (spin up / spin down) in eV: 7.98 / 7.96
Net charge: +2
Highest occupied orbital energy (spin up / spin down) in eV: -12.65 / -12.63

Each line ends with the Mulliken charge.
Atoms and positions in Å:
Co: 0.104 -0.928 0.646  -0.434
O: 0.707 1.335 0.440  -0.677
N: -0.341 2.125 0.708  0.326
C: -0.450 3.285 0.017  -0.209
C: -1.469 4.162 0.262  -0.781
C: -2.405 3.842 1.248  -0.314
C: -2.285 2.655 1.931  -0.785
C: -1.237 1.757 1.664  0.374
S: -1.065 0.241 2.474  -0.376
H: 0.333 3.436 -0.711  0.467
H: -1.520 5.083 -0.300  0.461
H: -3.214 4.522 1.479  0.449
H: -2.984 2.376 2.707  0.514
N: 2.201 1.134 2.766  0.072
C: 2.498 -0.211 2.202  1.512
C: 3.479 -0.155 1.050  -1.195
C: 3.230 -1.381 0.168  -0.024
N: 1.937 -1.204 -0.546  -0.566
C: 3.246 -2.659 1.014  -1.326
C: 2.420 -2.621 2.306  -0.209
N: 0.967 -2.652 1.970  -0.488
C: 2.753 -1.368 3.145  -1.129
H: 1.749 1.617 1.954  0.097
H: 3.015 1.642 3.113  0.385
H: 1.481 1.066 3.491  0.479
H: 1.533 -0.497 1.821  -0.540
H: 4.510 -0.167 1.415  0.471
H: 3.342 0.757 0.462  0.408
H: 4.042 -1.451 -0.560  0.366
H: 1.830 -1.959 -1.216  0.365
H: 1.984 -0.349 -1.096  0.253
H: 4.285 -2.856 1.291  0.461
H: 2.938 -3.514 0.406  0.420
H: 2.682 -3.499 2.900  0.412
H: 0.428 -2.766 2.825  0.262
H: 0.807 -3.501 1.437  0.323
H: 3.781 -1.425 3.506  0.395
H: 2.092 -1.323 4.016  0.431
C: -4.993 -1.661 0.183  -0.711
N: -4.409 -0.805 -0.959  0.071
C: -4.354 -1.682 -2.224  -0.773
N: -3.614 -2.867 -1.984  0.170
C: -4.206 -3.623 -0.881  -0.871
N: -4.238 -2.847 0.357  0.166
C: -2.895 -2.588 0.892  -1.087
P: -1.818 -1.620 -0.260  1.357
C: -3.050 -0.269 -0.604  -1.144
C: -2.180 -2.613 -1.784  -1.102
H: -6.017 -1.888 -0.113  0.346
H: -4.985 -1.040 1.077  0.385
H: -5.044 -0.024 -1.132  0.346
H: -3.908 -1.076 -3.011  0.383
H: -5.391 -1.913 -2.470  0.361
H: -3.632 -4.533 -0.721  0.377
H: -5.225 -3.899 -1.151  0.309
H: -2.413 -3.544 1.106  0.457
H: -2.972 -2.045 1.836  0.507
H: -2.711 0.354 -1.432  0.399
H: -3.154 0.355 0.284  0.502
H: -1.660 -3.571 -1.716  0.428
H: -1.780 -2.103 -2.663  0.473

2.
# C17H33F6N8OSTl

A structure of composition C17H33F6N8OSTl (the ωB97M-V functional and the def2-TZVPD basis, the Open Molecules 2025 dataset).

Energy relative to the best compared isomer or geometry (same formula, charge and spin) in kcal per mole: 6.41
2S+1: 1
Orbital gap in eV: 7.91
Highest occupied orbital energy in eV: -7.63

Each line ends with the Mulliken charge.
Atoms and positions in Å:
Tl: -0.253 -0.511 -0.754  0.924
C: -1.652 1.035 3.066  -1.186
C: -0.395 1.516 2.315  -0.688
N: -0.560 1.657 0.872  0.581
C: -1.504 2.685 0.454  -0.925
C: -1.637 2.721 -1.065  -0.942
N: -2.112 1.460 -1.642  0.081
C: -3.509 1.178 -1.322  0.088
C: -4.158 0.070 -2.146  -1.027
C: -3.483 -1.307 -2.164  -0.874
N: -2.918 -1.762 -0.899  0.009
C: -3.763 -1.916 0.272  -0.698
C: -2.890 -2.203 1.500  -1.139
N: -1.932 -1.141 1.809  0.107
C: -2.577 0.045 2.360  -0.299
H: -2.272 1.901 3.310  0.367
H: -1.324 0.609 4.018  0.405
H: 0.423 0.812 2.476  0.180
H: -0.097 2.467 2.779  0.422
H: 0.355 1.870 0.467  0.005
H: -1.197 3.686 0.792  0.439
H: -2.477 2.477 0.903  0.474
H: -0.653 2.925 -1.489  0.122
H: -2.302 3.559 -1.325  0.491
H: -1.998 1.523 -2.649  0.277
H: -4.127 2.080 -1.455  0.324
H: -3.558 0.902 -0.269  -0.329
H: -4.232 0.393 -3.188  0.366
H: -5.182 -0.037 -1.779  0.380
H: -2.644 -1.272 -2.864  0.355
H: -4.218 -2.019 -2.568  0.377
H: -2.447 -2.644 -1.072  0.318
H: -4.479 -2.747 0.180  0.365
H: -4.345 -1.005 0.417  0.343
H: -2.319 -3.115 1.303  0.397
H: -3.557 -2.398 2.353  0.432
H: -1.263 -1.500 2.482  0.232
H: -3.355 -0.243 3.086  0.415
H: -3.082 0.555 1.541  -0.093
C: 4.873 -1.347 2.941  -1.113
C: 4.303 -2.307 1.969  1.036
N: 4.724 -3.505 1.736  -0.856
N: 3.862 -3.988 0.792  0.196
C: 2.906 -3.114 0.427  0.188
S: 1.678 -3.359 -0.665  -0.388
N: 3.200 -2.018 1.190  0.611
N: 2.518 -0.822 1.272  -0.673
H: 5.788 -1.758 3.357  0.366
H: 4.157 -1.157 3.741  0.250
H: 5.068 -0.395 2.449  0.242
H: 3.963 -4.916 0.423  0.182
H: 2.565 -0.287 0.379  0.252
H: 1.539 -1.026 1.442  0.011
C: 3.363 -0.146 -2.506  -1.765
C: 2.783 1.124 -1.855  0.978
O: 2.071 0.913 -0.733  -1.245
C: 1.914 1.847 -2.930  0.512
F: 1.453 3.044 -2.514  -0.285
F: 2.530 2.057 -4.109  -0.298
F: 0.808 1.105 -3.221  -0.242
C: 3.983 2.063 -1.531  0.601
F: 4.755 2.351 -2.604  -0.283
F: 3.608 3.237 -0.994  -0.256
F: 4.788 1.464 -0.626  -0.248
H: 2.546 -0.826 -2.742  0.313
H: 4.020 -0.629 -1.784  0.381
H: 3.926 0.085 -3.410  0.456

3.
# C17H33F9IN3NbO6

A structure of composition C17H33F9IN3NbO6 in a non-equilibrium geometry (the ωB97M-V functional and the def2-TZVPD basis, the Open Molecules 2025 dataset).

2S+1: 1
Orbital gap in eV: 6.00
Net charge: -1
Highest occupied orbital energy in eV: -4.17

Each line ends with the Mulliken charge.
Atoms and positions in Å:
C: 6.906 -1.731 -0.537  -0.873
C: 7.292 -0.235 -0.532  -0.402
C: 6.219 0.628 0.179  -0.725
I: 7.187 2.307 1.141  -0.111
Nb: 4.593 1.381 -1.312  -0.943
C: 2.841 1.739 0.060  -1.599
C: 1.947 0.526 -0.032  1.842
N: 0.518 0.888 0.096  -0.704
N: 2.327 -0.155 -1.280  -0.568
N: 2.137 -0.474 1.034  -0.688
H: 7.779 -2.360 -0.315  0.382
H: 6.142 -1.947 0.219  0.225
H: 6.502 -2.044 -1.503  0.077
H: 8.269 -0.118 -0.044  0.477
H: 7.416 0.110 -1.566  0.319
H: 5.786 0.018 0.984  0.310
H: 5.075 3.130 -1.060  0.040
H: 5.507 1.883 -2.806  -0.023
H: 4.912 -0.345 -1.882  0.347
H: 3.256 1.691 -2.572  -0.022
H: 3.206 1.892 1.091  0.273
H: 2.298 2.659 -0.181  0.376
H: 0.034 0.044 0.395  0.027
H: 0.140 1.143 -0.811  0.261
H: 2.103 -1.143 -1.237  -0.005
H: 1.939 0.276 -2.108  0.237
H: 3.113 -0.496 1.314  0.184
H: 1.626 -0.148 1.849  0.282
C: 5.859 -5.804 -4.214  -1.076
C: 4.507 -5.213 -4.536  -0.229
O: 3.685 -5.090 -3.348  -0.361
C: 3.951 -4.030 -2.591  0.223
O: 4.773 -3.189 -2.776  -0.426
C: 2.980 -3.997 -1.378  0.954
F: 2.881 -5.206 -0.808  -0.287
F: 1.751 -3.643 -1.798  -0.280
F: 3.384 -3.128 -0.474  -0.175
H: 5.746 -6.768 -3.717  0.302
H: 6.420 -5.950 -5.138  0.364
H: 6.426 -5.136 -3.567  0.304
H: 3.926 -5.859 -5.191  0.329
H: 4.599 -4.230 -4.998  0.322
C: -2.331 -2.067 0.284  -1.155
C: -2.612 -1.117 1.422  -0.195
O: -3.890 -0.439 1.248  -0.325
C: -4.959 -1.116 1.604  0.212
O: -5.033 -2.216 2.067  -0.526
C: -6.231 -0.249 1.382  1.048
F: -6.222 0.360 0.194  -0.259
F: -6.305 0.699 2.332  -0.243
F: -7.324 -1.001 1.463  -0.249
H: -2.365 -1.538 -0.669  0.302
H: -1.334 -2.489 0.409  0.356
H: -3.057 -2.879 0.263  0.430
H: -1.883 -0.312 1.465  0.355
H: -2.621 -1.624 2.387  0.313
C: -7.786 3.497 2.272  -0.829
C: -9.091 3.924 2.897  -0.322
O: -8.986 5.233 3.524  -0.319
C: -9.086 6.272 2.718  0.335
O: -9.267 6.281 1.537  -0.507
C: -8.986 7.587 3.542  0.901
F: -7.983 7.548 4.422  -0.246
F: -10.129 7.774 4.222  -0.258
F: -8.803 8.626 2.738  -0.238
H: -6.984 3.501 3.010  0.299
H: -7.897 2.488 1.878  0.155
H: -7.511 4.160 1.453  0.347
H: -9.382 3.268 3.714  0.332
H: -9.900 3.955 2.167  0.330